Below is a single C16H23N5O4S molecule, with properties calculated with wB97M-V/def2-TZVPD.

Properties
E_LUMO in eV: -1.5
Orbital gap in eV: 6.9929
Molecular weight in g/mol: 381.46

```
! RIJCOSX wB97M-V def2-TZVPD def2/J DEFGRID3
* xyz 0 1
C -0.99 0.25 4.62
C -2.18 -0.19 3.59
C -1.67 -1.13 2.40
C -1.85 -0.80 0.84
C -2.61 0.56 0.50
C -1.66 1.83 0.27
C -1.15 2.84 1.41
N -1.28 2.10 -0.97
C -1.35 -1.80 -0.27
O -1.52 -1.56 -1.66
C -0.26 -1.60 -2.38
C 0.72 -0.35 -2.10
N 1.90 -0.36 -3.05
C 2.80 0.80 -2.81
C 2.20 2.23 -3.27
C 2.85 2.80 -4.64
O 2.49 3.20 -2.20
C -0.66 -3.12 0.30
N -0.13 -4.24 -0.44
S 0.54 -5.51 0.50
N 0.22 -4.79 2.02
C -0.44 -3.53 1.83
C -0.98 -2.47 2.85
O -0.83 -2.81 4.27
N 0.50 -2.99 4.45
O 0.72 -3.37 5.55
H -1.21 -0.23 5.66
H -0.04 -0.29 4.24
H -0.85 1.39 4.68
H -2.67 0.79 3.25
H -2.93 -0.82 4.21
H -3.22 0.40 -0.47
H -3.40 0.87 1.29
H -0.07 3.16 1.17
H -1.31 2.47 2.48
H -1.78 3.81 1.26
H -1.71 1.37 -1.59
H 0.33 -2.57 -2.26
H -0.54 -1.54 -3.51
H 0.11 0.59 -2.41
H 1.07 -0.31 -1.02
H 2.49 -1.20 -2.88
H 3.13 0.90 -1.70
H 3.79 0.65 -3.40
H 1.07 2.24 -3.41
H 3.28 1.93 -5.25
H 1.99 3.32 -5.22
H 3.63 3.63 -4.44
H 3.44 3.42 -2.30
*
```

natural (NBO) atomic charge list, values in e, 6 entries: number 1, C, carries -0.620; number 2, C, carries -0.463; number 3, C, carries 0.014; number 4, C, carries -0.032; number 5, C, carries -0.518; number 6, C, carries 0.318